Molecular formula: C29H36AsBN6V
Method: DFT, wB97M-V/def2-TZVPD

```
74
C29H36AsBN6V wB97M-V/def2-TZVPD
V 1.08784 0.08908 0.06202
C 1.90481 2.59238 3.25795
C 1.40489 1.30376 3.05785
N 1.79996 0.81784 1.88579
N 2.56738 1.79223 1.30297
C 2.62798 2.86048 2.11235
B 3.36298 1.58486 -0.05382
N 2.46401 1.83510 -1.33120
C 2.68785 2.68205 -2.35368
C 1.78486 2.41799 -3.36105
C 1.00976 1.35708 -2.86982
N 1.41961 1.01132 -1.65459
N 3.83647 0.11623 -0.09741
C 5.05968 -0.43829 -0.08587
C 4.90321 -1.80952 -0.10945
C 3.51516 -2.01396 -0.12856
N 2.86816 -0.84948 -0.11359
H 1.76785 3.23366 4.11459
H 0.77299 0.70477 3.69549
H 3.20796 3.72812 1.83044
H 4.28285 2.35776 -0.08654
H 3.48662 3.40505 -2.29427
H 1.70184 2.91099 -4.31664
H 0.17882 0.83891 -3.32452
H 5.94850 0.17694 -0.06586
H 5.67836 -2.55961 -0.11158
H 2.95907 -2.94002 -0.16145
C -4.25161 -4.52091 1.49192
C -3.85716 -3.65661 2.50488
C -2.85321 -2.72340 2.27227
C -2.21007 -2.62888 1.03443
C -2.62959 -3.49934 0.02272
C -3.63349 -4.43293 0.24948
C -1.18116 -1.57111 0.81203
C -0.12553 -1.52130 -0.03279
C 0.25808 -2.72498 -0.83008
C 0.42507 -3.97869 -0.22932
C 0.88072 -5.06926 -0.95769
C 1.17948 -4.94086 -2.31206
C 1.01949 -3.70508 -2.92291
C 0.57145 -2.61414 -2.18569
H -5.03681 -5.24799 1.66459
H -4.33218 -3.70860 3.47858
H -2.55021 -2.04926 3.06914
H -2.16637 -3.43644 -0.95581
H -3.94007 -5.09405 -0.55403
H -1.33443 -0.71362 1.46577
H 0.19928 -4.08413 0.82738
H 1.00442 -6.02733 -0.46614
H 1.53097 -5.79267 -2.88150
H 1.25546 -3.58590 -3.97335
H 0.47212 -1.64697 -2.66888
C 0.13340 4.38007 -0.12940
C -0.90141 3.43353 -0.73315
As -1.01274 1.73556 0.24041
C -2.63253 0.97306 -0.58212
C -3.49879 1.91418 -1.41732
C -1.75686 2.38871 1.92862
C -2.85375 3.44541 1.84233
H 0.17945 5.31547 -0.69171
H 1.13115 3.93782 -0.13896
H -0.10321 4.62852 0.90921
H -0.64683 3.19522 -1.76477
H -1.88483 3.89657 -0.74519
H -3.20492 0.51923 0.22717
H -2.27524 0.14135 -1.18512
H -3.88927 2.75172 -0.83946
H -4.35429 1.37048 -1.82539
H -2.94611 2.33238 -2.26222
H -0.91400 2.74815 2.51814
H -2.12945 1.49706 2.43470
H -2.51622 4.34766 1.32875
H -3.17308 3.74372 2.84468
H -3.73456 3.07289 1.31828
```

Properties
ΔE to the lowest compared entry with this formula, charge and spin	0.00	kJ/mol
M	605.3	g mol⁻¹
HOMO-LUMO gap (spin up / spin down)	6.6145 / 6.0594	eV
2S+1	2
F_max	1.78	eV/A

Molecular formula: C6H12O
Method: DFT, wB97M-V/def2-TZVPD

```
19
C6H12O wB97M-V/def2-TZVPD
C -0.74472 -1.38872 -0.94966
C -0.30095 -0.43497 -0.13717
C -1.08926 0.32198 0.89939
C -0.43053 1.69137 0.77696
O 0.94966 1.40277 0.60998
C 1.08119 0.19827 -0.15236
C 1.61681 0.50436 -1.54436
H -0.10766 -1.84199 -1.70506
H -1.76704 -1.75274 -0.88556
H -2.16818 0.31722 0.72136
H -0.89415 -0.08952 1.89911
H -0.82845 2.22841 -0.09975
H -0.54042 2.32644 1.65980
H 1.79633 -0.43881 0.38706
H 2.58278 1.01242 -1.46775
H 1.75450 -0.41436 -2.12562
H 0.92018 1.15348 -2.08519
H -0.91528 -2.71460 2.22548
H -0.76741 -2.59487 1.50548
```

Properties
ΔE to the lowest compared entry with this formula, charge and spin	188.06	kJ/mol
M	100.2	g mol⁻¹
HOMO-LUMO gap	10.5746	eV
SMILES string	C=C1CCO[C@@H]1C.[H][H]
F_max	0.25	eV/A

Molecular formula: CH3NOS2
Method: DFT, wB97M-V/def2-TZVPD

```
8
CH3NOS2 wB97M-V/def2-TZVPD
N 0.66874 -0.38346 2.02508
S 0.14065 0.83684 0.97608
S 0.76766 0.22007 -1.21359
C -0.81329 0.25184 -1.89511
O -1.10158 -0.51209 -2.75120
H 1.51705 -0.29839 2.51066
H 0.21965 -1.29920 2.04090
H -1.39887 1.18440 -1.69281
```

Properties
ΔE to the lowest compared entry with this formula, charge and spin	43.97	kJ/mol
M	109.2	g mol⁻¹
HOMO-LUMO gap	8.7907	eV
SMILES string	NSSC=O
F_max	3.01	eV/A

Molecular formula: C5H4N2OS
Method: DFT, wB97M-V/def2-TZVPD

```
13
C5H4N2OS wB97M-V/def2-TZVPD
C 0.38547 0.12799 -0.77125
C 0.67076 -2.22520 1.82212
C 0.03444 -0.80033 0.21574
C -0.42647 1.34073 -0.63311
C -1.07805 -0.62342 1.12089
N 0.88734 -1.86756 0.59142
N -0.38094 2.13364 -1.67540
O -0.89694 1.68660 0.43201
S -0.80070 -1.57570 2.45854
H 1.06623 0.09214 -1.70656
H 1.21143 -3.02685 2.24490
H -0.04832 1.62150 -2.46081
H -0.62425 3.11646 -1.63849
```

Properties
ΔE to the lowest compared entry with this formula, charge and spin	266.13	kJ/mol
M	140.2	g mol⁻¹
HOMO-LUMO gap (spin up / spin down)	7.0212 / 6.6428	eV
F_max	2.90	eV/A

Molecular formula: C5H11NO
Method: DFT, wB97M-V/def2-TZVPD

```
18
C5H11NO wB97M-V/def2-TZVPD
C 2.69875 -0.59247 -0.00459
N 1.42698 0.09715 -0.01738
C 1.44462 1.33606 0.23103
O 0.35010 2.09723 0.30495
H 2.66960 -1.38894 0.74763
H 2.87995 -1.06773 -0.97495
H 3.55200 0.06556 0.22518
H 2.35000 1.92581 0.41561
H -0.42794 1.51940 0.16164
C -2.52347 0.78135 -0.25384
C -1.75922 -0.25028 -0.61591
C -1.46904 -1.44549 0.23799
H -2.72892 1.60785 -0.92985
H -2.98743 0.82154 0.73038
H -1.29945 -0.24694 -1.60514
H -1.89821 -1.33190 1.23891
H -1.89188 -2.34802 -0.21899
H -0.38645 -1.58018 0.32732
```

Properties
ΔE to the lowest compared entry with this formula, charge and spin	167.62	kJ/mol
M	101.1	g mol⁻¹
HOMO-LUMO gap	10.8832	eV
SMILES string	C/N=C/O.C=CC
F_max	0.56	eV/A

Molecular formula: C25H45N6OPb2
Method: DFT, wB97M-V/def2-TZVPD

```
79
C25H45N6OPb2 wB97M-V/def2-TZVPD
Pb -3.22521 12.68415 -1.20396
Pb -9.35371 13.01906 -0.57985
C -5.46774 15.38113 4.17516
O -5.69289 14.71093 2.93764
H -4.41299 15.26538 4.42455
H -5.75005 16.42904 4.27666
H -6.02232 14.98456 5.02561
C -6.23682 21.66880 -3.01986
C -6.06131 21.48816 -1.50154
C -6.10500 19.98523 -1.09503
C -7.47455 19.45462 -1.19707
N -8.55579 19.02282 -1.22423
H -6.12635 22.71844 -3.29217
H -7.25202 21.37336 -3.28478
H -5.54451 21.13278 -3.66908
H -6.84547 21.92864 -0.88577
H -5.11844 21.92636 -1.17431
H -5.63637 19.84229 -0.12135
H -5.54560 19.36759 -1.79767
C 1.19335 13.68260 7.85393
C 2.32489 14.40607 7.09617
C 2.66686 13.71855 5.76647
C 1.76910 14.07301 4.65810
N 1.03421 14.31759 3.74290
H 0.27797 13.73260 7.26429
H 0.98805 14.19066 8.79617
H 1.48333 12.64092 7.99151
H 3.24277 14.37198 7.68306
H 2.11058 15.46789 6.97492
H 2.75920 12.65207 5.97189
H 3.66631 14.02759 5.46037
C -7.85576 10.19982 8.74331
C -6.76829 9.77585 7.78334
C -7.37054 9.07135 6.57802
C -8.35722 9.87340 5.82659
N -9.10271 10.50422 5.20221
H -7.36479 10.47520 9.67670
H -8.55338 9.39790 8.98486
H -8.40271 11.06208 8.36195
H -6.16384 9.05566 8.33477
H -6.08401 10.56659 7.47579
H -7.75174 8.06091 6.72571
H -6.60321 8.96334 5.81146
C -12.49611 17.71578 7.70761
C -13.41831 17.72140 8.95622
C -14.57434 18.70071 8.73230
C -15.49221 18.62805 9.86359
N -16.24413 18.59367 10.74933
H -12.93788 17.21937 6.84361
H -11.55953 17.17742 7.85281
H -12.26342 18.73624 7.40329
H -12.84726 18.07353 9.81530
H -13.73532 16.69687 9.15101
H -15.02927 18.45906 7.77170
H -14.23829 19.72409 8.56535
C -4.42072 18.15112 10.43496
C -5.76072 18.75578 10.93441
C -5.93306 20.29045 10.67501
C -7.32453 20.73455 10.88106
N -8.41797 21.09492 11.01590
H -4.36192 18.29439 9.35601
H -4.34336 17.08116 10.62806
H -3.56644 18.70297 10.82709
H -5.83243 18.56285 12.00479
H -6.63637 18.21481 10.57565
H -5.62357 20.63036 9.68669
H -5.45894 20.90605 11.43944
C 0.39785 21.23896 5.07134
C -0.26195 20.63995 3.81791
C 0.40445 21.12755 2.48212
C 1.79327 20.71516 2.36229
N 2.89334 20.38523 2.23187
H 0.21918 22.30680 5.19740
H 1.47160 21.05210 5.05566
H -0.06432 20.64811 5.86215
H -1.30325 20.96181 3.80410
H -0.26003 19.55520 3.71105
H 0.38634 22.21739 2.47777
H -0.12395 20.77648 1.59575
```

Properties
ΔE to the lowest compared entry with this formula, charge and spin	1108.46	kJ/mol
M	860.1	g mol⁻¹
HOMO-LUMO gap	1.1243	eV
net charge	+3
F_max	5.32	eV/A

Molecular formula: C17H30AuN11SSe
Method: DFT, wB97M-V/def2-TZVPD

```
61
C17H30AuN11SSe wB97M-V/def2-TZVPD
Au -0.70680 0.14763 0.84752
N 0.35373 3.50458 -4.02190
C 0.56116 2.01820 -3.48973
C -0.82046 1.51140 -3.06248
C -0.72887 0.16569 -2.26804
N -1.55381 0.30142 -1.05369
C 0.78638 -0.35872 -2.03829
C 1.90703 0.67858 -1.89004
N 2.42397 0.64389 -0.46808
C 1.56029 2.09352 -2.36726
H -0.39816 3.44278 -4.71603
H 1.22842 3.83264 -4.50975
H 0.06511 4.16196 -3.31170
H 0.90549 1.46307 -4.36231
H -1.45813 1.39311 -3.96863
H -1.22238 2.27710 -2.30306
H -1.20132 -0.58692 -2.87157
H -2.33393 -0.39425 -1.12212
H -2.12052 1.17962 -1.06079
H 0.94672 -0.89057 -2.96612
H 0.72443 -1.06547 -1.22904
H 2.70484 0.34401 -2.57084
H 2.97605 1.51498 -0.35815
H 3.08791 -0.16047 -0.53482
H 2.43339 2.66802 -2.65096
H 1.12496 2.71331 -1.53649
C -2.22926 6.68647 1.53713
N -1.90086 5.48422 0.79212
C -1.99757 4.24823 1.27865
N -2.76099 4.02334 2.34381
S -1.18703 2.92382 0.50287
H -1.89509 7.50860 0.89545
H -1.70861 6.68056 2.52959
H -3.31707 6.74000 1.58508
H -1.36754 5.61040 -0.06838
H -3.08388 4.77079 2.97152
H -3.09658 3.05026 2.51810
N 3.39660 -6.86763 0.45941
C 2.14918 -6.30784 0.02578
C 2.05428 -4.88813 0.07975
N 0.95576 -4.29776 -0.33300
C -0.03371 -5.03778 -0.82262
C 0.07274 -6.41571 -0.81059
N 1.19371 -7.07461 -0.43513
H 3.84619 -6.39728 1.22532
H 3.33744 -7.86477 0.58195
H 2.85864 -4.22654 0.40889
H -0.87108 -4.45961 -1.21581
H -0.82214 -7.00646 -1.09580
Se -3.77270 -1.72694 3.76851
N -2.35697 -2.33699 4.83699
C -1.21276 -2.00644 4.30745
C 0.11094 -2.42564 4.61987
C 1.17299 -1.78579 4.02901
C 1.01563 -0.94862 2.92312
N -0.20598 -0.73768 2.42315
C -1.35426 -1.17936 3.03716
N -2.56881 -0.96586 2.60918
H 0.26037 -3.07125 5.48837
H 2.19979 -1.80825 4.47197
H 1.87312 -0.48885 2.41549
```

Properties
ΔE to the lowest compared entry with this formula, charge and spin	53.36	kJ/mol
M	696.5	g mol⁻¹
HOMO-LUMO gap (spin up / spin down)	7.7269 / 5.2480	eV
net charge	+4
2S+1	3
F_max	4.46	eV/A

Molecular formula: C12H44O10
Method: DFT, wB97M-V/def2-TZVPD

```
66
C12H44O10 wB97M-V/def2-TZVPD
C 0.70241 -2.62803 -0.88728
C 1.27607 -2.59868 0.50126
O 1.19382 -3.98530 1.00010
H 0.89360 -3.45532 -1.56056
H 1.08012 -1.68030 -1.30576
H -0.45113 -2.62483 -0.89358
H 0.82453 -1.83068 1.22668
H 2.35349 -2.47905 0.56956
H 1.79497 -4.14640 1.71309
C 2.42213 2.03786 2.56263
C 3.36568 1.28654 1.65897
O 2.63352 0.26821 0.99990
H 2.04992 1.53690 3.46905
H 1.46894 2.19571 2.07708
H 2.85956 2.95210 2.93109
H 4.22573 0.76987 2.17908
H 3.83472 1.88341 0.88736
H 3.23021 -0.04337 0.33870
C -1.14637 1.81232 3.46848
O -2.50861 1.81719 3.02770
H -0.79706 2.84090 3.51708
H -0.52535 1.23508 2.88547
H -1.19190 1.54369 4.46551
H -2.41482 2.14894 2.16144
C -3.65010 1.33466 -0.75518
O -2.86945 0.79300 0.24270
H -3.79987 0.70898 -1.54563
H -3.41104 2.37043 -1.08185
H -4.58210 1.36775 -0.43409
H -1.99096 1.07214 0.19874
C 0.88117 -1.58490 -3.92477
O 2.23232 -1.33682 -3.72248
H 0.46609 -2.57197 -3.55124
H 0.74980 -1.46651 -5.00441
H 0.17492 -0.80613 -3.56679
H 2.79919 -2.10610 -3.93818
C -2.64214 -1.46827 -2.47591
O -2.75397 -1.88582 -1.13551
H -2.39778 -2.28829 -3.13058
H -1.86124 -0.75247 -2.65687
H -3.60771 -1.07218 -2.92055
H -2.78863 -1.10044 -0.60772
C -2.01906 -1.74411 2.00225
O -3.36425 -1.25196 2.05815
H -1.76392 -2.10348 2.93998
H -1.21151 -1.04644 1.73526
H -1.89788 -2.54340 1.25784
H -3.43814 -0.46826 1.52190
C 0.23720 1.06566 -1.29986
O -0.04423 0.89379 0.02943
H -0.53029 0.67086 -1.91465
H 1.27514 0.77856 -1.48835
H 0.12417 2.14469 -1.58629
H 0.67860 0.56894 0.41717
C 4.36207 -1.85010 -1.10642
O 3.86663 -0.56212 -1.35637
H 3.66648 -2.54378 -1.46879
H 4.41930 -1.99565 -0.03979
H 5.42782 -2.01402 -1.45441
H 3.14624 -0.66410 -2.02226
C -1.65062 4.06831 0.52854
O -2.72464 3.85587 1.38903
H -1.23907 3.11975 0.11057
H -0.74190 4.40332 1.03690
H -1.99754 4.70618 -0.38545
H -2.70327 4.44771 2.11287
```

Properties
ΔE to the lowest compared entry with this formula, charge and spin	696.24	kJ/mol
M	348.5	g mol⁻¹
HOMO-LUMO gap	9.5070	eV
SMILES string	CCO.CCO.CO.CO.CO.CO.CO.CO.CO.CO
F_max	5.82	eV/A